(1)
Entry from OMol25: a cluster of 6 separate species, C15H31NO18S4 in total in a non-equilibrium geometry (ωB97M-V/def2-TZVPD).

Its SMILES is O=S1(=O)OCCO1.O=S1(=O)OCCO1.O=S1(=O)OCCO1.O=S1(=O)OCCO1.CNC(C)=O.C1CCOC1. The HOMO energy is -0.34419 Ha. The LUMO energy is 0.29 eV. The molecular weight is 641.7 g mol⁻¹. The calculation puts the gap between HOMO and LUMO at 9.7 eV. As for the max |F|: 4.67 eV/A.

```
69
Properties=species:S:1:pos:R:3:nbo_charge:R:1
O 3.06 3.92 -0.70 -0.868
S 3.63 4.41 0.55 2.427
O 2.94 5.39 1.39 -0.828
O 4.23 3.09 1.40 -0.651
C 5.47 2.74 0.81 -0.122
C 6.15 3.95 0.18 -0.094
O 5.25 4.96 0.31 -0.662
H 6.02 2.62 1.74 0.209
H 5.30 1.85 0.21 0.209
H 6.25 3.77 -0.89 0.176
H 7.14 4.19 0.56 0.204
O 12.17 -2.23 5.83 -0.841
S 11.03 -2.02 6.75 2.408
O 11.24 -1.00 7.79 -0.860
O 9.58 -1.78 5.88 -0.646
C 8.53 -2.45 6.50 -0.106
C 9.09 -3.29 7.72 -0.110
O 10.46 -3.49 7.37 -0.645
H 7.68 -1.83 6.76 0.194
H 8.03 -3.05 5.74 0.188
H 8.60 -4.27 7.73 0.218
H 8.96 -2.72 8.64 0.199
O 0.44 -1.32 4.13 -0.824
S -0.20 -2.14 3.10 2.426
O 0.05 -3.61 2.98 -0.857
O -1.80 -1.72 2.86 -0.668
C -2.15 -1.43 1.54 -0.099
C -0.98 -1.56 0.65 -0.098
O 0.18 -1.62 1.55 -0.692
H -3.00 -2.07 1.30 0.207
H -2.49 -0.39 1.58 0.195
H -0.87 -0.83 -0.16 0.219
H -0.97 -2.48 0.07 0.192
O -6.38 -1.33 -5.28 -0.875
S -6.19 0.05 -5.69 2.430
O -5.44 0.96 -4.77 -0.834
O -5.55 0.14 -7.27 -0.647
C -6.61 0.06 -8.20 -0.117
C -8.03 0.25 -7.53 -0.087
O -7.67 0.66 -6.12 -0.684
H -6.49 0.57 -9.16 0.212
H -6.65 -1.01 -8.44 0.189
H -8.61 -0.66 -7.36 0.200
H -8.64 0.88 -8.18 0.214
C -4.09 8.83 7.06 -0.417
N -4.00 7.50 6.48 -0.614
C -3.26 6.43 6.84 0.671
C -3.57 5.09 6.16 -0.705
O -2.62 6.58 7.85 -0.628
H -5.07 9.26 6.86 0.203
H -3.32 9.55 6.80 0.196
H -3.93 8.68 8.12 0.224
H -4.54 7.34 5.64 0.368
H -2.71 4.43 6.31 0.250
H -3.68 5.30 5.10 0.211
H -4.58 4.88 6.52 0.241
C -1.69 -6.37 -7.00 -0.444
C -1.17 -5.56 -8.16 -0.429
C -2.27 -5.55 -9.22 -0.057
O -3.40 -5.59 -8.46 -0.528
C -3.22 -6.44 -7.33 -0.061
H -1.37 -6.06 -6.01 0.217
H -1.40 -7.42 -7.10 0.203
H -0.26 -5.78 -8.71 0.210
H -1.03 -4.56 -7.75 0.199
H -2.17 -6.41 -9.88 0.144
H -2.05 -4.69 -9.86 0.190
H -3.57 -7.42 -7.64 0.166
H -3.79 -6.14 -6.45 0.190
```

(2)
Entry from OMol25: a structure of composition C4H11N3O in a non-equilibrium geometry (ωB97M-V/def2-TZVPD).

The HOMO energy (alpha / beta) is -0.31059 / -0.29988 Ha. The LUMO energy (alpha / beta) is 0.49 / -0.56 eV. The molecular weight is 117.2 g mol⁻¹. The calculation puts the gap between HOMO and LUMO (alpha / beta) at 8.9 / 7.6 eV. As for the max |F|: 3.56 eV/A.

```
19
Properties=species:S:1:pos:R:3:nbo_charge:R:1
C 0.24 -1.93 -0.42 -0.612
C -0.45 -0.64 -0.01 0.138
N -1.88 -0.78 -0.12 -0.841
O -0.86 0.67 1.79 -0.566
N 0.02 -0.28 1.29 -0.042
H -0.46 0.94 2.62 0.487
H -2.16 -0.91 -1.09 0.368
H -2.38 0.00 0.27 0.375
H -0.12 -2.76 0.17 0.231
H 1.32 -1.85 -0.29 0.218
H 0.04 -2.13 -1.47 0.210
C 1.68 1.23 0.28 -0.521
C 0.21 0.65 -0.81 -0.035
N -0.46 1.72 -1.09 -0.557
H -1.44 1.68 -0.78 0.327
H 0.95 0.26 -1.51 0.225
H 2.11 1.83 -0.51 0.195
H 1.29 1.85 1.08 0.196
H 2.34 0.44 0.61 0.204
```

(3)
Entry from OMol25: the molecule C5H12O2 (ωB97M-V/def2-TZVPD).

Its SMILES is CC[C@@H](O)CCO. The HOMO energy is -0.36358 Ha. The LUMO energy is 0.71 eV. The molecular weight is 104.1 g mol⁻¹. The calculation puts the gap between HOMO and LUMO at 10.6 eV. As for the max |F|: 0.41 eV/A.

```
19
Properties=species:S:1:pos:R:3:nbo_charge:R:1
C -0.79 2.44 -0.76 -0.608
C -1.03 0.98 -0.43 -0.409
C 0.22 0.10 -0.52 0.101
O 1.19 0.65 0.38 -0.729
C -0.13 -1.38 -0.21 -0.453
C 0.69 -2.05 0.88 -0.056
O 0.45 -1.53 2.17 -0.723
H -1.74 3.00 -0.78 0.208
H -0.15 2.91 -0.01 0.218
H -0.31 2.56 -1.73 0.198
H -1.78 0.55 -1.11 0.202
H -1.43 0.87 0.59 0.210
H 0.61 0.18 -1.55 0.153
H 2.04 0.25 0.16 0.464
H -0.02 -1.97 -1.13 0.208
H -1.18 -1.45 0.08 0.211
H 1.77 -2.03 0.64 0.148
H 0.41 -3.11 0.91 0.178
H 1.19 -0.97 2.41 0.476
```

(4)
Entry from OMol25: a structure of composition C30H29CrN3O3S3Si in a non-equilibrium geometry (ωB97M-V/def2-TZVPD).

The HOMO energy (alpha / beta) is -0.17094 / -0.16952 Ha. The LUMO energy (alpha / beta) is 1.64 / 1.49 eV. The spin multiplicity is 4. The molecular weight is 655.9 g mol⁻¹. The net charge is -1. The calculation puts the gap between HOMO and LUMO (alpha / beta) at 6.3 / 6.1 eV. As for the max |F|: 1.01 eV/A.

```
70
Properties=species:S:1:pos:R:3:lowdin_spin:R:1
Cr -0.07 0.27 -0.55 2.897
O -1.62 0.76 4.62 0.000
C -1.81 2.00 4.12 0.000
C -2.32 2.96 4.98 0.000
C -2.50 4.26 4.55 0.000
C -2.18 4.63 3.24 0.000
C -1.69 3.67 2.38 0.000
C -1.50 2.35 2.79 -0.001
C -0.98 1.38 1.81 0.001
O -0.83 1.74 0.61 0.012
N -0.69 0.15 2.28 -0.001
N -0.19 -0.59 1.26 -0.012
C 0.29 -1.76 1.40 0.035
C 0.85 -2.37 0.17 0.004
C 1.46 -3.61 0.14 0.003
C 1.95 -4.08 -1.07 0.005
C 1.82 -3.30 -2.20 0.005
C 1.20 -2.06 -2.10 0.006
N 0.73 -1.62 -0.94 0.001
H -1.16 0.24 3.93 0.000
H -2.56 2.67 6.00 0.000
H -2.90 5.00 5.24 0.000
H -2.31 5.65 2.91 0.000
H -1.43 3.92 1.36 0.000
H 0.30 -2.27 2.36 0.001
H 1.54 -4.18 1.05 0.000
H 2.44 -5.04 -1.11 0.000
H 2.20 -3.63 -3.16 0.000
H 1.06 -1.40 -2.94 0.001
S -3.21 0.62 -3.79 0.018
C -2.03 0.39 -2.67 0.011
S -2.27 -0.47 -1.17 -0.045
S -0.41 1.07 -2.76 -0.021
C 4.87 0.89 -1.09 0.000
C 4.10 2.22 -1.12 0.000
C 3.47 2.41 -2.50 0.000
C 5.07 3.38 -0.86 0.000
Si 2.69 2.10 0.14 0.010
O 1.72 0.91 -0.35 0.064
C 3.40 1.71 1.85 0.001
C 2.97 0.55 2.50 0.001
C 3.44 0.20 3.75 0.000
C 4.37 1.00 4.40 0.000
C 4.82 2.16 3.78 0.000
C 4.34 2.50 2.52 0.000
C 1.79 3.75 0.25 0.001
C 1.95 4.66 1.31 0.000
C 1.29 5.88 1.32 0.000
C 0.44 6.22 0.28 0.000
C 0.24 5.33 -0.76 0.000
C 0.91 4.11 -0.78 0.000
H 5.65 0.90 -1.86 0.000
H 4.20 0.05 -1.30 0.000
H 5.34 0.71 -0.13 0.000
H 4.25 2.35 -3.27 0.000
H 2.98 3.38 -2.60 0.000
H 2.73 1.64 -2.71 0.000
H 5.79 3.45 -1.69 0.000
H 5.65 3.23 0.05 0.000
H 4.56 4.34 -0.79 0.000
H 2.24 -0.08 2.00 0.000
H 3.08 -0.70 4.23 0.000
H 4.74 0.73 5.38 0.000
H 5.55 2.79 4.27 0.000
H 4.70 3.42 2.07 0.000
H 2.59 4.40 2.14 0.000
H 1.43 6.55 2.16 0.000
H -0.08 7.17 0.30 0.000
H -0.44 5.57 -1.57 0.000
H 0.71 3.42 -1.58 0.000
```